[1]
52
Properties=species:S:1:pos:R:3:forces:R:3 method="wB97M-V/def2-TZVPD" relative_energy_kcal_mol=9.82 homo_energy_ev="-13.299 / -13.299" lumo_ev="-4.5933 / -8.4283" multiplicity=2 total_charge=+1 orbital_gap_ev="8.71 / 4.87" s2=0.753
C -1.393440 -1.752925 1.156489 -0.08 0.13 0.47
C -0.340692 -2.598536 0.448994 -0.26 0.05 0.06
C 0.909869 -1.766085 0.056379 1.06 0.09 -0.47
C 0.782514 -1.202842 -1.310863 -0.28 1.26 1.47
C 0.805674 -2.009630 -2.438061 0.32 -1.05 -1.23
C 0.578244 0.261576 -1.443743 -0.42 -0.05 -0.63
C 1.878846 0.993343 -1.155528 0.32 0.12 0.18
C 2.260649 2.063008 -1.836208 0.06 -0.18 -0.28
H -2.294318 -2.331676 1.369142 -0.02 0.04 -0.33
H -1.069381 -1.394057 2.135422 0.36 -0.11 -0.05
H -1.647594 -0.843793 0.613895 -0.21 -0.06 -0.14
H -0.015217 -3.417564 1.083707 0.06 -0.04 0.06
H -0.761735 -3.077466 -0.445509 0.02 -0.01 0.10
H 1.135188 -0.961443 0.755406 -0.38 0.00 0.17
H 1.804630 -2.407331 0.078296 -0.23 -0.19 -0.14
H 0.967179 -3.082901 -2.386307 -0.08 0.04 0.32
H 0.692434 -1.633591 -3.451424 -0.02 0.37 0.20
H -0.180703 0.639549 -0.744700 0.08 -0.29 0.21
H 0.225176 0.495719 -2.450710 0.14 0.09 0.04
H 2.446824 0.623797 -0.307071 0.05 0.17 -0.02
H 3.164658 2.605497 -1.597840 0.02 -0.05 0.22
H 1.711445 2.433754 -2.694720 -0.10 -0.08 0.04
H 4.249454 -0.548271 2.914465 -0.42 0.10 0.83
H 3.525156 0.713459 3.423170 0.20 -0.09 0.12
O 3.714290 -0.229476 3.670634 0.42 -0.14 -0.91
H -3.215896 -1.832408 -3.170481 -0.29 -0.52 -0.39
H -3.286110 -3.167040 -4.006442 -0.14 0.56 0.01
O -3.289020 -2.196763 -4.078998 0.26 -0.33 0.27
H -1.072458 3.271303 0.458009 0.19 0.29 -0.39
H -0.141972 3.736129 -0.699925 0.61 0.16 -0.04
O -1.054218 3.621608 -0.461944 -0.74 -0.50 0.37
H -2.512250 2.122307 -0.757707 -0.17 -0.24 0.01
H -2.764015 0.580184 -0.941733 -0.20 0.49 0.30
O -2.932516 1.341975 -0.344605 0.37 -0.05 -0.35
H 0.579715 0.867519 4.017911 -0.42 0.25 -0.21
H -0.157206 1.843922 2.965538 0.45 -0.28 0.91
O 0.476009 1.801727 3.725384 -0.09 -0.01 -0.72
H -2.289450 2.593736 2.301209 0.31 0.13 0.34
H -2.115804 1.641572 1.144255 0.74 0.31 0.52
O -1.572662 2.145129 1.831297 -1.16 -0.47 -0.76
H 3.345694 2.927227 3.484121 -0.06 -0.02 -0.03
H 2.064466 2.072006 3.181607 0.34 0.41 -0.02
O 3.025970 2.206873 2.930182 -0.49 -0.06 0.00
H -1.777884 -0.583113 -2.714053 -0.14 0.04 0.13
H -1.624752 -1.387374 -1.380932 -0.12 -0.20 0.19
O -2.247382 -0.865119 -1.888034 0.05 0.15 -0.37
H 0.886657 -1.586775 4.037988 0.23 0.35 0.29
H 2.086042 -0.604146 4.289708 -0.38 -0.45 -0.03
O 1.121580 -0.748554 4.463464 0.24 -0.19 -0.24
H -1.594576 0.290293 -4.870812 0.14 -0.04 0.03
H -1.842377 -1.208827 -4.593392 0.04 0.24 0.02
O -1.244721 -0.455526 -4.364946 -0.15 -0.18 -0.11


[2]
68
Properties=species:S:1:pos:R:3:forces:R:3 method="wB97M-V/def2-TZVPD" relative_energy_kcal_mol=109.15 homo_energy_ev=-10.718 lumo_ev=-2.5519 total_charge=+1 orbital_gap_ev=8.17
O 0.292632 -0.197658 0.242616 1.41 0.29 -0.17
H -0.032738 -0.891548 -0.335524 -0.78 -1.25 -1.25
H 0.280682 -0.572448 1.126356 -0.33 0.05 1.78
H -0.319248 0.541482 0.213326 -0.96 1.23 0.55
C -3.889078 -3.033048 -0.370684 -2.16 -1.47 -0.48
O -5.075458 -3.398958 -0.464134 1.48 0.92 0.26
N -2.971198 -3.226188 -1.293244 1.53 -1.41 -3.39
N -3.337488 -2.444788 0.675086 -1.07 1.56 3.01
H -1.980748 -3.115368 -1.129434 -0.39 0.28 0.00
H -3.209788 -3.822338 -2.072834 -0.14 0.08 0.21
H -4.048648 -2.208968 1.352386 0.55 -0.10 0.49
H -2.364928 -2.231698 0.844856 -0.18 0.05 -0.02
C 0.291432 -1.866468 -2.317494 0.96 -0.95 -2.92
O -0.358598 -2.144988 -1.357094 -1.05 -0.41 3.92
N -0.246478 -1.826698 -3.514724 -0.74 0.49 -2.30
N 1.623472 -1.781998 -2.358654 2.16 0.28 1.40
H -1.245018 -1.916818 -3.636754 0.20 0.31 0.03
H 0.359242 -1.545668 -4.272504 -0.71 -0.30 -0.22
H 2.200732 -1.628868 -3.173154 -0.43 -0.06 0.13
H 2.103332 -2.062008 -1.515194 -0.12 0.20 -0.20
C -2.674528 1.671062 1.369456 -0.52 -1.38 0.39
O -1.567968 1.319482 1.585116 4.60 -1.61 0.09
N -3.657418 0.842022 1.119546 -3.63 -1.69 -1.03
N -3.003818 2.929772 1.413786 -1.37 4.55 -0.10
H -3.646728 -0.167748 1.138096 0.84 0.34 0.00
H -4.501958 1.208722 0.704336 0.09 -0.03 0.17
H -3.885768 3.196352 1.827556 0.07 0.01 -0.24
H -2.241608 3.572102 1.576656 -0.01 -0.15 0.18
C -1.254838 1.465162 -2.747764 0.55 -2.00 1.33
O -1.360888 0.613532 -1.895714 0.18 -1.42 1.94
N -1.889438 2.589392 -2.688084 -1.76 3.24 -0.25
N -0.445608 1.327842 -3.767894 2.02 0.02 -3.42
H -2.386688 2.816492 -1.838814 -0.40 -0.01 -0.55
H -1.856618 3.163172 -3.518624 -0.41 0.55 0.72
H 0.345282 0.699682 -3.767134 -0.59 0.11 0.25
H -0.459458 2.033392 -4.490464 0.38 -0.20 0.11
C 3.774932 1.035202 -1.367234 -5.45 0.24 2.59
O 2.704122 1.171062 -0.710704 2.34 -1.73 -0.95
N 4.310162 -0.105858 -1.702034 0.96 -4.16 -0.06
N 4.372172 2.009122 -1.918284 2.80 3.68 -1.84
H 5.217952 -0.139648 -2.143464 -0.31 -0.36 0.14
H 3.894512 -0.959128 -1.356674 0.48 0.36 0.05
H 5.291202 1.732322 -2.232714 -0.03 1.43 -0.42
H 4.025422 2.957292 -1.889304 0.38 -0.17 0.26
C 2.077162 0.072852 3.511686 -3.07 2.53 -3.34
O 1.201972 0.723522 2.893486 0.76 -1.44 1.21
N 2.157712 -0.121388 4.783286 -1.58 0.44 4.97
N 3.056852 -0.535358 2.927116 3.64 -2.11 -2.82
H 2.941662 -0.560488 5.244506 -0.53 0.11 -0.04
H 1.354392 0.205312 5.301026 0.53 0.18 0.43
H 3.033492 -0.758738 1.942396 0.31 0.55 0.31
H 3.845042 -0.775078 3.511396 0.01 -0.38 -0.80
C 0.741492 3.887882 0.212606 5.05 2.34 2.83
O 1.662692 4.487802 0.825706 -0.54 -1.52 -0.72
N 0.709292 2.676762 -0.243594 -0.57 -2.55 -0.94
N -0.319178 4.545102 -0.066894 -5.54 3.15 -1.20
H 1.545072 2.120962 -0.356044 0.05 -0.06 0.05
H -0.135628 2.496652 -0.766834 0.57 -0.68 -0.05
H -0.454218 5.503102 0.223076 0.28 -0.34 -0.04
H -1.029238 4.111012 -0.639154 0.01 0.54 0.20
C -0.234738 -2.780078 2.592726 0.53 0.72 -2.15
O -0.779708 -1.744688 2.220736 -0.50 0.28 0.04
N -0.075678 -3.833558 1.794546 -0.34 -1.96 -2.60
N 0.441242 -2.949158 3.699996 0.36 0.45 2.51
H -0.373048 -3.752378 0.832736 -0.17 0.09 0.19
H 0.671352 -4.504258 1.905116 -0.20 0.20 0.33
H 0.264212 -2.198648 4.352306 0.32 -0.47 0.58
H 0.523262 -3.922928 3.955236 0.19 0.46 0.83


[3]
55
Properties=species:S:1:pos:R:3:forces:R:3 method="wB97M-V/def2-TZVPD" homo_energy_ev=-9.986 lumo_ev=0.5515 orbital_gap_ev=10.54
Zr 0.523782 0.017521 -0.264411 -0.45 -0.38 -0.83
B 2.299592 -0.660679 -1.583571 1.11 -0.27 -1.21
H 3.258442 -0.974659 -1.966011 3.18 -1.15 -1.29
H 2.329192 0.406391 -1.426371 0.52 4.00 0.61
H 1.486052 -0.814839 -2.275411 -2.87 -1.08 -2.15
H 2.124022 -1.061739 -0.597391 -0.14 -2.30 3.49
B -1.348318 1.043021 0.480929 -1.67 1.06 0.45
H -2.204968 1.509401 0.942329 -2.93 1.50 1.37
H -1.545118 0.519161 -0.441611 -1.26 -1.98 -3.29
H -0.622618 1.780411 0.174589 2.90 2.91 -0.52
H -0.910118 0.333131 1.165249 1.61 -2.66 2.75
B -0.649868 -1.736749 -1.090721 -0.87 -1.86 -0.40
H -0.993358 -1.448849 -0.109211 -1.69 1.27 3.52
H -0.666428 -0.896619 -1.767591 0.23 3.22 -2.36
H 0.328852 -2.150149 -0.902431 3.56 -1.47 0.13
H -1.333048 -2.469819 -1.490861 -2.26 -2.62 -1.28
B 1.900942 1.351411 0.959799 1.20 1.03 1.28
H 2.464242 0.431121 0.958649 2.54 -3.17 -0.26
H 2.416762 2.169551 1.438119 1.75 2.66 1.65
H 1.735422 1.577851 -0.082111 -0.85 1.62 -3.62
H 1.017742 1.086481 1.520169 -3.62 -0.51 1.88
C 0.100502 0.337471 -4.205331 -0.62 0.09 -0.78
C -0.546718 1.431251 -3.342391 -0.90 -1.36 -0.02
C -2.067298 1.185021 -3.164581 0.44 1.33 0.04
O -2.614468 2.283851 -2.402411 1.27 -0.63 -0.21
C -3.794528 2.075811 -1.708731 -1.37 -0.12 0.99
N 0.195202 1.452921 -2.047061 0.23 2.05 -1.53
H 1.187812 0.308211 -4.134711 -0.11 -0.01 0.30
H -0.101098 0.425691 -5.272891 -0.25 0.45 -0.05
H -0.329298 -0.632809 -3.956471 0.33 -0.08 0.33
H -0.422918 2.444211 -3.725381 -0.11 -0.11 -0.54
H -2.282918 0.212701 -2.721621 -0.01 0.03 0.09
H -2.470018 1.267221 -4.174111 -0.30 -0.40 -0.14
H -3.866798 1.276991 -0.970651 0.93 -0.76 -0.23
H -4.670548 1.914251 -2.336881 -0.04 0.30 -0.46
H -3.972488 2.912271 -1.032881 0.07 0.52 -0.53
H 1.092162 1.678701 -2.452761 1.07 -0.74 0.34
H 0.007392 2.413731 -1.798741 -0.72 0.17 1.41
C -0.996968 -2.412699 2.622279 -0.53 0.97 0.30
C 0.138902 -1.399799 2.724059 -0.03 -0.45 0.24
C 1.084442 -1.837289 3.868059 1.82 0.19 -1.22
O 2.274542 -0.977639 3.864069 -2.42 -1.29 0.16
C 2.070612 0.222931 4.568429 1.90 -0.08 0.00
N 0.941312 -1.421769 1.456199 -0.03 -0.83 2.64
H -0.601508 -3.426559 2.560559 0.09 -0.07 0.47
H -1.658768 -2.335579 1.759619 0.21 0.51 -0.08
H -1.610298 -2.224329 3.503449 -0.16 -0.68 0.10
H -0.084508 -0.348599 2.906179 -0.78 -0.21 0.03
H 1.601612 -2.752069 3.578579 -0.67 -0.65 0.09
H 0.609192 -1.974389 4.839369 0.02 0.36 0.07
H 1.112542 0.715801 4.403309 0.17 0.11 -0.19
H 2.963192 0.715011 4.182079 -0.53 1.34 0.29
H 2.273392 0.042191 5.624049 -0.45 0.09 0.29
H 1.038412 -2.425869 1.406709 0.23 -0.39 -1.30
H 1.788702 -1.158209 1.938469 1.26 0.52 -0.82


Maximum force per entry: 1.95 6.49 4.19 eV Å⁻¹